(1)
C5H10NO2 | wB97M-V/def2-TZVPD

The multiplicity is 1. For the HOMO energy, the calculation gives -4.32 eV. The HOMO-LUMO gap is 8.19 eV. The net charge is -1.

Structure (XYZ):
```
18
Properties=species:S:1:pos:R:3:forces:R:3
O 3.572410 -1.376614 0.086411 0.24 0.06 0.12
C 2.672913 -0.640477 -0.358937 -0.18 -0.34 0.05
O 2.419771 -0.334262 -1.543811 0.06 0.15 -0.36
C 1.664708 -0.107714 0.683556 0.00 0.15 0.40
C 0.458521 0.600495 0.086175 -0.49 0.04 -0.10
C -0.479869 -0.382408 -0.591244 0.93 -1.35 2.17
C -1.762524 -0.702981 -0.028019 -2.97 0.86 -1.18
N -2.359029 -0.316888 1.043293 -1.10 1.42 0.10
H 2.150351 0.476176 1.476670 0.16 0.26 -0.44
H 1.295798 -0.957622 1.251463 -0.07 -0.42 0.05
H 0.739336 1.321077 -0.677434 0.27 0.14 0.05
H -0.076933 1.114800 0.883750 -0.13 0.17 0.00
H -0.080469 -0.853229 -1.478477 -0.44 0.12 -0.37
H -0.537833 -1.323530 0.199984 1.89 0.08 -1.12
H -2.760641 1.779657 -0.886316 0.11 0.18 0.05
H -2.434130 -1.355063 -0.612461 1.06 -0.81 0.02
H -2.352902 2.400523 -0.799093 -0.10 -0.13 -0.07
H -2.129478 0.658067 1.264482 0.76 -0.56 0.63
```
Positions in Å, forces in eV/Å.


(2)
C6H13N | wB97M-V/def2-TZVPD

The multiplicity is 1. For the HOMO energy, the calculation gives -7.96 eV. The HOMO-LUMO gap is 8.98 eV.

Structure (XYZ):
```
20
Properties=species:S:1:pos:R:3:forces:R:3
C 0.495613 2.264028 0.747661 -0.17 0.08 -0.50
C -0.574866 1.357897 0.125835 0.43 -0.56 0.02
C -0.273406 -0.113937 -0.045619 -0.23 -0.03 -0.25
C 0.722205 -0.486992 -0.848048 0.65 0.51 -0.38
N 1.430743 0.422776 -1.694020 -0.64 0.01 0.62
C -1.317394 -1.130302 0.391780 2.09 -1.03 1.16
C -0.661517 -2.330547 1.137097 -0.79 -0.02 0.05
H 0.563104 2.214253 1.831290 -0.22 0.13 0.05
H 1.486074 2.094691 0.371089 0.57 -0.50 -0.15
H 0.290777 3.265182 0.370355 -0.17 0.31 0.62
H -1.465317 1.446550 0.744271 -0.32 0.23 -0.39
H -0.706059 1.703265 -0.898224 -0.53 0.38 -0.06
H 1.102053 -1.494509 -0.935143 -0.66 -0.45 -0.11
H 1.822326 -0.022019 -2.502445 0.51 0.07 0.12
H 2.005050 1.101375 -1.225356 0.25 0.00 -0.31
H -1.948771 -0.696176 1.163864 -0.62 0.16 -0.59
H -1.785164 -1.554864 -0.491523 -0.75 0.44 0.10
H -0.091079 -1.927616 1.969267 0.35 -0.24 0.00
H -0.085633 -3.018692 0.518876 0.36 0.41 -0.10
H -1.441826 -2.971398 1.556425 -0.11 0.10 0.10
```
Positions in Å, forces in eV/Å.


(3)
C19H21NSn | wB97M-V/def2-TZVPD

The multiplicity is 1. For the HOMO energy (alpha / beta), the calculation gives -5.23 / -6.02 eV. The HOMO-LUMO gap (alpha / beta) is 5.24 / 5.96 eV.

Structure (XYZ):
```
42
Properties=species:S:1:pos:R:3:forces:R:3
C -1.373326 -3.172806 -0.891941 2.29 2.07 -0.78
C -2.318994 0.005118 -1.384548 -2.21 -1.09 -2.39
C -1.691427 -1.906156 -0.109349 -2.20 -4.36 1.38
H -0.343868 -3.526561 -0.695028 -0.23 0.19 -0.13
C -2.212454 0.527468 0.064525 -1.25 0.52 1.60
H -2.891584 0.783788 -1.921258 0.41 -0.28 0.14
H -2.795778 -1.853575 -0.191645 0.75 0.59 -0.37
H -2.765592 1.464843 0.212733 -0.12 -0.56 -0.11
C -1.459849 -1.608947 1.301965 0.09 0.67 1.02
H -0.513784 -1.977357 1.723037 -0.05 0.43 -0.17
H -2.272359 -2.062297 1.893841 0.22 -0.21 -0.10
C -1.430868 -2.494289 -2.309855 -0.09 -0.05 0.19
H -1.707268 -3.223844 -3.079419 -0.19 0.24 -0.04
H -0.427005 -2.147690 -2.594259 -0.23 0.05 0.19
C -2.413360 -1.277704 -2.347747 -0.81 0.15 0.22
H -3.437785 -1.666412 -2.263541 -0.03 -0.11 -0.07
H -2.336992 -0.841557 -3.353278 -0.03 -0.01 0.23
C -1.683343 -0.065710 1.382108 0.04 -0.11 0.89
H -2.352803 0.252598 2.196021 -0.03 -0.51 -0.06
H -0.718379 0.394223 1.684286 -0.34 -0.13 -0.14
Sn -0.486537 0.725008 -0.994997 4.27 2.19 -3.15
H -1.971224 -4.069251 -0.809359 -0.89 0.17 0.28
C 0.243079 4.242394 1.777043 -0.46 -0.30 -0.33
C 1.526326 3.955293 2.254400 0.11 -0.24 -0.25
C 2.172774 2.798820 1.836425 -0.18 -0.02 -0.16
C 1.550339 1.942418 0.914700 -0.74 0.87 -0.06
N 0.336750 2.298724 0.402379 0.28 0.02 1.43
C -0.348437 3.359679 0.873631 1.05 0.12 0.22
C 2.133128 0.691591 0.404822 0.59 -0.82 -0.41
C 3.480465 0.339657 0.645581 -0.31 0.12 -0.20
C 4.065788 -0.737410 -0.021596 -0.22 0.25 0.41
C 3.311629 -1.498029 -0.917796 -0.79 0.13 -0.22
C 1.956396 -1.190264 -1.144505 1.10 -0.06 0.35
C 1.367753 -0.131138 -0.455355 -0.27 0.32 0.42
H -0.311062 5.126666 2.087533 0.20 -0.23 0.05
H 2.018817 4.630524 2.949319 -0.11 -0.12 -0.09
H 3.156085 2.523873 2.198525 -0.14 0.23 0.14
H -1.375491 3.497098 0.515650 0.50 -0.07 -0.05
H 4.058197 0.944750 1.344171 0.09 -0.25 -0.29
H 5.112085 -0.978319 0.165075 -0.27 0.04 -0.06
H 3.764972 -2.330505 -1.451302 -0.01 0.15 0.10
H 1.384988 -1.744711 -1.890992 0.22 0.05 0.34
```
Positions in Å, forces in eV/Å.


(4)
C5H10N2O | wB97M-V/def2-TZVPD

The multiplicity is 1. For the HOMO energy (alpha / beta), the calculation gives -8.69 / -8.69 eV. The HOMO-LUMO gap (alpha / beta) is 8.21 / 8.21 eV.

Structure (XYZ):
```
18
Properties=species:S:1:pos:R:3:forces:R:3
C 0.316490 -0.126975 -1.011971 -1.97 0.37 0.39
C 0.576308 0.521292 -2.319185 -0.40 -0.13 -0.04
C -0.613719 -1.555705 1.567613 -0.05 0.02 -0.03
C 0.116949 0.589626 0.236538 3.72 1.99 0.42
C 0.073185 -0.214095 1.535954 -0.10 0.00 0.12
O -1.507572 0.398579 -0.608188 0.53 -0.92 -1.09
N 0.619695 1.801241 0.355708 -1.42 -0.57 0.59
N 0.611830 0.218110 2.593819 0.03 -0.10 -0.12
H -2.044732 -0.219176 -0.093047 0.10 -0.32 -0.16
H 0.649487 -1.164802 -0.940875 -0.72 -0.10 -0.08
H 0.629656 2.319664 -0.518040 0.36 -0.30 -0.08
H 1.031114 1.136937 2.420976 -0.16 0.01 -0.15
H 0.185652 -0.124640 -3.109155 0.07 0.05 0.01
H 0.100803 1.495765 -2.399909 0.09 0.00 0.08
H 1.654701 0.615226 -2.484036 -0.04 -0.03 0.16
H -1.693945 -1.425147 1.671318 -0.02 -0.02 0.01
H -0.442938 -2.151160 0.670405 0.00 0.00 -0.02
H -0.262964 -2.114738 2.432077 -0.01 0.06 -0.01
```
Positions in Å, forces in eV/Å.


Ordered molar mass results: 116.14, 99.18, 382.09, 114.15; unit Da.
Ordered calculated total energy results: -401.69322, -291.12081, -1005.33806, -381.12594; unit a.u..